P.
Formula: C5H12N2O
Source: the Open Molecules 2025 dataset
Level of theory: the ωB97M-V functional and the def2-TZVPD basis

The total charge is 0. Its structure (SMILES) is CC[C@H](C)NC(N)=O. The LUMO energy is 0.9 eV. The highest occupied orbital energy comes out at -9.3 eV.

Atoms and positions in Å:
C1 0.984 -1.760 1.489
C2 0.405 -0.395 1.199
C3 0.151 -0.278 -0.308
C4 1.406 -0.600 -1.100
N1 -0.322 1.055 -0.694
C5 -1.720 1.102 -0.568
N2 -2.206 2.414 -0.793
O1 -2.538 0.298 -0.169
H1 0.439 -2.659 1.135
H2 1.848 -1.866 1.021
H3 1.312 -1.890 2.566
H4 1.023 0.409 1.611
H5 -0.657 -0.260 1.715
H6 -0.697 -1.008 -0.641
H7 2.252 -0.241 -0.514
H8 1.497 -0.309 -2.166
H9 1.582 -1.651 -1.241
H10 0.058 1.880 -1.173
H11 -3.170 2.510 -0.855
H12 -1.650 3.251 -0.515


Q.
Formula: C5H12N2O
Source: the Open Molecules 2025 dataset
Level of theory: the ωB97M-V functional and the def2-TZVPD basis

The total charge is 0. The LUMO energy is 0.3 eV. The highest occupied orbital energy comes out at -6.2 eV.

Atoms and positions in Å:
C1 -0.702 -1.630 0.434
C2 -1.046 0.710 -0.970
C3 -0.216 0.903 1.290
N1 -0.183 0.124 0.050
N2 1.717 -1.191 0.107
C4 1.224 -0.098 -0.439
C5 1.819 0.887 -1.165
O1 -1.603 -1.560 1.442
H1 -2.384 -1.055 1.173
H2 2.614 -1.443 -0.291
H3 -1.068 -1.888 -0.558
H4 0.150 -2.243 0.736
H5 0.115 1.927 1.104
H6 -0.768 1.740 -1.205
H7 -2.076 0.754 -0.605
H8 -0.978 0.125 -1.885
H9 -1.234 0.959 1.685
H10 0.436 0.408 2.007
H11 2.796 0.711 -1.583
H12 1.387 1.860 -1.327


It is P that is the most stable of them.


P.
Formula: C5H12N2O
Source: the Open Molecules 2025 dataset
Level of theory: the ωB97M-V functional and the def2-TZVPD basis

The total charge is 0. The LUMO energy is -3.5 eV. The highest occupied orbital energy comes out at -7.3 eV.

Atoms and positions in Å:
C1 0.449 0.919 1.369
N1 1.088 1.895 0.634
C2 -2.917 0.356 -0.567
C3 -2.081 -0.775 -0.596
O1 -1.919 -1.531 0.366
C4 0.622 -0.530 0.823
N2 0.750 -0.576 -0.629
C5 2.127 -0.821 -1.106
H1 -0.645 1.140 1.435
H2 0.757 0.895 2.428
H3 0.664 2.795 0.825
H4 -3.496 0.597 0.290
H5 -3.062 0.932 -1.458
H6 -1.586 -0.998 -1.545
H7 -0.306 -1.054 1.086
H8 1.520 -0.972 1.251
H9 0.608 0.395 -0.856
H10 2.134 -0.788 -2.205
H11 2.437 -1.796 -0.804
H12 2.854 -0.082 -0.741


Q.
Formula: C5H12N2O
Source: the Open Molecules 2025 dataset
Level of theory: the ωB97M-V functional and the def2-TZVPD basis

The total charge is 0. Its structure (SMILES) is C[C@H](CN)CC(N)=O. The LUMO energy is 0.9 eV. The highest occupied orbital energy comes out at -9.0 eV.

Atoms and positions in Å:
C1 1.046 -2.049 -0.157
C2 0.670 -0.587 -0.046
C3 -0.517 -0.393 1.109
N1 -0.439 0.929 1.704
C4 0.156 -0.057 -1.362
C5 -0.895 1.024 -1.023
N2 -0.330 2.275 -0.902
O1 -2.073 0.869 -1.292
H1 0.150 -2.613 -0.425
H2 1.784 -2.190 -0.945
H3 1.471 -2.423 0.772
H4 1.499 0.016 0.334
H5 -1.542 -0.636 0.830
H6 -0.294 -1.183 1.843
H7 0.369 1.022 2.310
H8 -1.266 1.136 2.250
H9 0.964 0.351 -1.969
H10 -0.369 -0.819 -1.938
H11 0.587 2.331 -0.489
H12 -0.970 2.996 -0.603


R.
Formula: C5H12N2O
Source: the Open Molecules 2025 dataset
Level of theory: the ωB97M-V functional and the def2-TZVPD basis

The total charge is 0. Its structure (SMILES) is CC(=O)N(N)C(C)C. The LUMO energy is 0.9 eV. The highest occupied orbital energy comes out at -9.1 eV.

Atoms and positions in Å:
C1 -2.539 1.007 -0.032
C2 -1.055 0.771 0.069
O1 -0.219 1.677 -0.016
N1 -0.597 -0.487 0.060
N2 -1.504 -1.560 0.044
C3 1.153 -0.444 0.020
C4 1.776 0.145 1.263
C5 1.717 0.068 -1.284
H1 -3.099 0.281 0.552
H2 -2.762 1.999 0.354
H3 -2.843 0.936 -1.074
H4 -1.361 -2.138 0.869
H5 -1.332 -2.144 -0.771
H6 1.230 -1.531 0.051
H7 1.233 -0.165 2.155
H8 2.807 -0.209 1.347
H9 1.782 1.230 1.221
H10 1.145 -0.305 -2.131
H11 2.747 -0.284 -1.388
H12 1.721 1.154 -1.309


It is Q that is the most stable of them.